Record 1
This record from the OMol25 dataset describes C47H47AuN4OP2S as an isolated structure. The level of theory is the ωB97M-V functional and the def2-TZVPD basis.

The net charge is +2. For the largest force on an atom, the calculation gives 0.00859 Eh/bohr. Its relative energy (zero: lowest compared OMol25 entry of this formula, charge and spin) is 0.000 eV. The value obtained for the LUMO energy (spin up / spin down) is -0.174 / -0.361 Ha. As for the molar mass: 974.9 g/mol. As for the spin multiplicity: 3. The HOMO-LUMO gap (spin up / spin down) is 7.77 / 2.82 eV. The electronic energy is -3329.4296 Eh.

Geometry as XYZ:
```
103
C47H47AuN4OP2S (the ωB97M-V functional and the def2-TZVPD basis)
Au -1.1086 -0.2417 -2.6180
C 1.5408 -1.6250 5.7287
S 2.5963 -2.4256 4.5584
C 1.4955 -2.8326 3.2258
C 1.2798 -1.5920 2.3339
C 0.2948 -1.9650 1.2140
N -0.0285 -0.8290 0.3632
P 0.8648 -0.3467 -0.9925
C 1.9507 -1.6333 -1.6574
C 1.9831 -1.7664 -3.0457
C 2.8873 -2.6243 -3.6517
C 3.7582 -3.3743 -2.8771
C 3.7449 -3.2403 -1.4962
C 2.8611 -2.3617 -0.8907
C 2.0326 0.9517 -0.5081
C 3.0458 1.3080 -1.4039
C 3.9211 2.3342 -1.0894
C 3.8002 3.0091 0.1183
C 2.7964 2.6595 1.0116
C 1.9064 1.6458 0.6941
P -1.3417 0.2830 0.7049
C -1.3863 0.3255 2.5440
C -0.8230 1.4216 3.1937
C -0.8278 1.5104 4.5814
C -1.4163 0.5052 5.3348
C -2.0108 -0.5809 4.6982
C -2.0009 -0.6659 3.3146
C -2.8249 -0.7140 0.3803
C -2.7959 -2.0139 -0.1107
C -3.9844 -2.6870 -0.3689
C -5.1999 -2.0670 -0.1296
C -5.2337 -0.7639 0.3552
C -4.0526 -0.0872 0.6041
H 2.1454 -1.3317 6.5827
H 0.7523 -2.3208 6.0223
H 1.0839 -0.7505 5.2550
H 0.5561 -3.1818 3.6601
H 1.9729 -3.6464 2.6782
H 2.2270 -1.2407 1.9193
H 0.8529 -0.7778 2.9194
H -0.6337 -2.3182 1.6652
H 0.6751 -2.7904 0.6080
H 1.2861 -1.2151 -3.6626
H 2.8983 -2.7166 -4.7287
H 4.4537 -4.0558 -3.3472
H 4.4327 -3.8143 -0.8903
H 2.9098 -2.2430 0.1804
H 3.1567 0.7858 -2.3452
H 4.7004 2.6050 -1.7874
H 4.4898 3.8056 0.3620
H 2.7013 3.1835 1.9534
H 1.1220 1.3857 1.3949
H -0.3936 2.2280 2.6106
H -0.4070 2.3789 5.0691
H -1.4542 0.5889 6.4127
H -2.5232 -1.3361 5.2801
H -2.5312 -1.4771 2.8288
H -1.8497 -2.4869 -0.3390
H -3.9576 -3.6910 -0.7709
H -6.1236 -2.5908 -0.3325
H -6.1825 -0.2763 0.5312
H -4.0864 0.9328 0.9726
C -1.4631 5.5650 0.5111
C -0.1635 4.8034 0.2988
N 0.6704 5.3126 -0.7856
C 1.7963 6.1838 -0.4388
C 1.3679 7.4910 0.2077
C 0.4666 5.0019 -2.0833
O 1.1255 5.4182 -3.0148
C -0.6859 4.0778 -2.3997
C -1.9077 4.5550 -2.8538
C -2.8838 3.6519 -3.2372
C -2.6113 2.2998 -3.1667
N -1.4258 1.8369 -2.7457
C -0.4829 2.7136 -2.3715
H -1.9903 5.1699 1.3805
H -2.1259 5.4696 -0.3500
H -1.2772 6.6235 0.6792
H -0.3705 3.7424 0.1356
H 0.4500 4.8653 1.2010
H 2.3385 6.3765 -1.3624
H 2.4589 5.6248 0.2285
H 0.6786 8.0343 -0.4375
H 2.2415 8.1208 0.3708
H 0.8896 7.3365 1.1753
H -2.0861 5.6208 -2.9163
H -3.8455 3.9837 -3.5996
H -3.3422 1.5620 -3.4666
H 0.4662 2.3061 -2.0505
N -0.0924 -10.1356 -2.0512
C -0.2419 -9.0053 -2.1779
C -0.4336 -7.5837 -2.3109
C -1.1305 -6.8917 -1.3223
C -1.2923 -5.5242 -1.4302
C -0.7625 -4.8324 -2.5225
C -0.0802 -5.5369 -3.5149
C 0.0846 -6.9057 -3.4109
C -0.8931 -3.4055 -2.5995
C -0.9889 -2.2018 -2.6898
H -1.5437 -7.4337 -0.4829
H -1.8427 -4.9817 -0.6721
H 0.3178 -5.0031 -4.3670
H 0.6127 -7.4548 -4.1777
```

Atomic partial charges in e from the Mulliken method, atoms 1 to 99: 0.551, -0.489, 0.291, -0.928, 0.008, -1.863, 0.485, -0.274, 0.988, -0.049, -0.811, -0.710, -0.870, -0.500, 0.709, -0.652, -0.893, -0.575, -0.596, -0.268, 0.915, 0.088, 0.143, -0.599, -0.836, -0.831, -0.288, 0.304, 0.678, -0.735, -0.715, -0.805, -0.849, 0.428, 0.329, 0.026, 0.431, 0.500, 0.617, -0.273, 0.701, 1.096, 0.315, 0.503, 0.460, 0.472, 0.246, 0.524, 0.456, 0.444, 0.501, 0.031, 0.288, 0.498, 0.487, 0.520, 0.417, -0.118, 0.473, 0.432, 0.461, 0.490, -1.334, -0.101, 0.530, -0.360, -1.343, 0.133, -0.644, -0.020, 0.120, -0.958, -0.305, -0.576, 0.040, 0.399, 0.219, 0.338, -0.305, 0.507, 0.490, 0.094, 0.356, 0.426, 0.291, 0.636, 0.462, 0.451, 0.627, -0.435, -0.105, 0.511, -0.937, 0.014, 0.530, -0.498, -0.840, 0.503, -0.540

Record 2
This record from the OMol25 dataset describes C47H47BCrF4N8O4 as an isolated structure. The level of theory is the ωB97M-V functional and the def2-TZVPD basis.

The net charge is -2. For the largest force on an atom, the calculation gives 0.04997 Eh/bohr. Its relative energy (zero: lowest compared OMol25 entry of this formula, charge and spin) is 0.000 eV. The value obtained for the LUMO energy (spin up / spin down) is 0.120 / 0.120 Ha. As for the molar mass: 926.7 g/mol. As for the spin multiplicity: 5. The HOMO-LUMO gap (spin up / spin down) is 3.77 / 4.71 eV. The electronic energy is -4027.4533 Eh.

Geometry as XYZ:
```
112
C47H47BCrF4N8O4 (the ωB97M-V functional and the def2-TZVPD basis)
Cr -0.3754 -0.6341 -0.2347
C 9.3727 -2.7207 8.9761
O 8.1116 -3.3203 8.9528
C 7.2053 -2.8415 8.0048
C 7.4824 -1.8497 7.0616
C 6.5228 -1.4721 6.1538
C 5.2388 -2.0537 6.1486
C 4.9712 -3.0354 7.1269
C 5.9333 -3.4168 8.0278
C 4.2939 -1.6617 5.1641
N 4.5421 -0.8350 4.1553
C 3.4019 -0.7673 3.4255
C 2.4006 -1.5743 4.0092
N 2.9884 -2.1273 5.1149
C 1.1167 -1.7179 3.4902
C 0.0677 -2.5280 4.0230
C -1.1033 -2.6244 3.3736
C -1.3778 -1.8783 2.1111
N -0.3312 -1.0034 1.6562
C 0.8550 -1.0261 2.2778
C 1.8723 -0.3022 1.6246
N 1.4943 0.2201 0.4065
C 2.2828 1.1957 -0.0829
C 3.5268 1.5206 0.4765
C 3.9885 0.8530 1.6013
C 3.1392 -0.0644 2.2177
H 9.9421 -3.2417 9.7480
H 9.3146 -1.6534 9.2324
H 9.8936 -2.8200 8.0140
H 8.4522 -1.3725 7.0342
H 6.7328 -0.7185 5.4114
H 4.0011 -3.5105 7.1614
H 5.7288 -4.1745 8.7697
H 2.5573 -2.7822 5.7400
H 0.2258 -3.0474 4.9610
H -1.9038 -3.2440 3.7564
H -2.2909 -1.2778 2.2515
H 0.8610 1.5751 -1.4276
H 4.0900 2.3284 0.0376
H 4.9514 1.0746 2.0371
N -0.9660 -2.4576 -0.1807
C -1.6216 -2.7691 0.8445
C -2.6321 -3.8136 0.9288
C -2.5783 -4.9482 0.1121
C -3.5413 -5.9298 0.2129
C -4.5932 -5.8051 1.1118
C -4.6786 -4.6663 1.8977
C -3.7176 -3.6828 1.8060
H -1.7569 -5.0415 -0.5826
H -3.4658 -6.8177 -0.4013
H -5.3386 -6.5859 1.1966
H -5.4983 -4.5545 2.5966
H -3.8207 -2.7930 2.4092
C 1.0158 3.6262 1.6129
C 0.2373 3.9495 0.3303
C -0.8459 2.8989 0.0823
C 1.1840 4.2248 -0.8246
C 1.2677 5.5479 -1.2381
C 2.1749 5.9474 -2.1982
C 3.0380 5.0116 -2.7222
C 2.9906 3.6678 -2.3498
C 4.0371 2.8009 -3.0291
C 3.8313 1.2908 -2.9743
C 5.4257 3.1740 -2.4818
C 2.0157 3.2590 -1.4334
N 1.7838 1.8920 -1.1510
H 0.3595 3.7544 2.4715
H 1.8733 4.2904 1.7211
H 1.3752 2.6020 1.6167
H -0.2821 4.9019 0.5130
H -0.5013 1.8795 0.2832
H -1.2182 2.9568 -0.9365
H -1.6776 3.0701 0.7619
H 0.6102 6.2854 -0.7957
H 2.2039 6.9750 -2.5392
H 3.7653 5.3256 -3.4572
H 4.0216 3.0966 -4.0880
H 3.9994 0.8969 -1.9761
H 4.5379 0.8099 -3.6511
H 2.8235 1.0436 -3.2855
H 5.5520 2.7902 -1.4727
H 5.5585 4.2551 -2.4519
H 6.2083 2.7470 -3.1082
C -4.8949 -2.9859 -3.0797
C -4.8994 -1.4866 -3.3624
C -4.4252 -0.6243 -2.1871
C -4.6407 0.8862 -2.4810
C -4.2080 1.3495 -3.8637
C -5.2628 -0.8333 -0.9396
O -6.3982 -1.2778 -0.9095
N -4.6590 -0.3186 0.1634
C -3.2937 0.0638 0.2637
O -2.9450 0.6624 1.2749
N -2.4750 -0.3332 -0.7037
C -2.9524 -0.9147 -1.8369
O -2.2610 -1.6254 -2.5314
H -5.2678 -3.5203 -3.9554
H -5.5311 -3.2279 -2.2316
H -3.8809 -3.3166 -2.8724
H -5.9128 -1.1721 -3.6300
H -4.2315 -1.3014 -4.2039
H -4.0819 1.4541 -1.7368
H -5.7065 1.1066 -2.3437
H -3.1805 1.0622 -4.0527
H -4.2773 2.4350 -3.9120
H -4.8454 0.9257 -4.6351
H -5.1936 -0.2753 1.0213
F 0.1868 -0.3892 -2.4202
B -0.3715 0.5540 -3.3580
F 0.6422 1.3552 -3.8402
F -1.2310 1.3276 -2.5904
F -1.0046 -0.0408 -4.4000
```

Atomic partial charges in e from the Mulliken method, atoms 1 to 99: -0.526, -0.803, -0.465, 0.954, -0.384, -0.927, 0.357, -0.546, -0.612, -0.043, -0.881, 0.647, -0.105, -0.090, 0.077, -1.040, -1.665, 0.071, 0.355, 0.010, -0.211, 0.565, -0.628, 0.024, -1.497, 0.716, 0.235, 0.325, 0.309, 0.333, 0.470, 0.268, 0.392, 0.197, 0.272, 0.394, 0.425, -1.021, 0.550, 0.578, -0.749, 0.520, 0.494, -0.129, -0.670, -0.420, -1.020, 0.019, 0.462, 0.371, 0.376, 0.355, 0.477, -1.607, 0.819, -1.442, 0.854, -1.186, -1.126, -0.976, 0.300, 0.732, -1.354, -1.407, -0.527, 2.454, 0.453, 0.370, 0.248, 0.762, 0.174, 0.226, 0.623, 0.361, 0.365, 0.459, 0.500, 0.253, 0.482, 0.216, 0.260, 0.406, 0.429, -1.535, -1.165, 2.066, -0.745, -1.350, -0.168, -0.747, 0.306, -1.178, -0.747, 2.360, -0.208, -0.767, 0.444, 0.321, 0.325